[1]
The following is a quantum chemistry calculation of a molecular structure, C18H26BN4O3RuS2 at a distorted geometry, from OMol25.

ORCA input file:
```
! wB97M-V def2-TZVPD RIJCOSX def2/J DEFGRID3
* xyz 3 5
Ru -0.186 0.312 0.067
N -1.440 -2.927 2.240
C -0.511 -3.670 1.555
C 0.131 -2.806 0.722
N -0.395 -1.551 0.909
C -1.351 -1.651 1.839
C -2.122 -0.484 2.189
N -1.924 0.644 1.509
C -2.796 1.568 2.005
C -3.537 0.990 2.999
N -3.098 -0.300 3.099
H -2.059 -3.306 2.942
H -0.402 -4.733 1.690
H 0.915 -2.998 0.011
H -2.843 2.573 1.622
H -4.321 1.398 3.613
H -3.469 -0.975 3.751
O 1.924 -0.076 2.272
B 1.735 0.248 0.909
O 2.980 0.476 0.319
C 3.912 0.299 1.270
C 5.281 0.413 1.183
C 5.972 0.202 2.362
C 5.305 -0.117 3.597
C 3.936 -0.244 3.681
C 3.241 -0.037 2.504
H 5.781 0.646 0.252
H 7.052 0.285 2.362
H 5.906 -0.259 4.486
H 3.441 -0.485 4.612
C 0.615 3.708 0.555
S 0.025 2.530 -0.679
C 1.150 2.798 -2.069
H 0.354 4.715 0.238
H 1.694 3.616 0.659
H 0.123 3.483 1.500
H 2.079 3.237 -1.713
H 0.671 3.481 -2.767
H 1.343 1.842 -2.549
C -0.039 -1.454 -4.587
C -1.493 -1.121 -4.320
S -1.652 0.269 -3.156
O -1.110 -0.278 -1.826
C -3.461 0.330 -2.929
C -4.080 -1.000 -2.527
H 0.001 -2.338 -5.223
H 0.494 -1.688 -3.665
H 0.480 -0.651 -5.110
H -2.025 -1.963 -3.884
H -2.005 -0.768 -5.218
H -3.857 0.706 -3.875
H -3.608 1.101 -2.173
H -4.234 -1.646 -3.387
H -5.056 -0.822 -2.077
H -3.467 -1.521 -1.790
*
```

Properties
* HOMO energy (spin up / spin down): -16.93 / -16.94 eV
* <S²>: 6.034
* calculated total energy: -56093.9846 eV
* orbital gap (spin up / spin down): 8.711 / 3.963 eV
* energy relative to the best compared isomer or geometry (same formula, charge and spin): 1.169 eV



[2]
The following is a quantum chemistry calculation of a molecular structure, C18H26ClGeN4S2SeTi, from OMol25.

ORCA input file:
```
! wB97M-V def2-TZVPD RIJCOSX def2/J DEFGRID3
* xyz 3 1
Ti -0.123 -0.490 -1.098
C 3.782 -1.009 -4.128
S 2.277 -1.994 -4.052
C 1.225 -1.065 -3.157
S 1.512 0.506 -2.500
N 0.047 -1.736 -2.775
N -1.025 -0.913 -2.712
C -1.815 -0.258 -3.472
C -2.408 0.868 -2.768
C -3.432 1.631 -3.279
C -3.874 2.732 -2.540
C -3.252 3.006 -1.343
C -2.211 2.183 -0.901
N -1.780 1.128 -1.581
H 4.481 -1.608 -4.709
H 4.178 -0.843 -3.128
H 3.591 -0.070 -4.644
H -1.961 -0.490 -4.524
H -3.877 1.377 -4.232
H -4.681 3.353 -2.907
H -3.547 3.852 -0.736
H -1.724 2.407 0.037
C 1.596 2.632 2.908
Ge -0.204 1.918 2.858
C -0.663 0.734 4.323
C -1.586 3.237 2.508
C -0.112 0.631 1.209
Se -1.662 -0.554 0.978
C -1.161 -1.988 2.196
H 1.672 3.324 3.748
H 1.836 3.186 2.001
H 2.334 1.844 3.059
H -0.615 1.309 5.250
H 0.038 -0.095 4.415
H -1.682 0.358 4.230
H -1.729 3.806 3.429
H -2.545 2.779 2.263
H -1.293 3.949 1.735
H 0.766 0.020 1.405
H 0.043 1.293 0.332
H -1.519 -1.709 3.182
H -0.082 -2.119 2.196
H -1.668 -2.886 1.853
Cl 4.605 -2.200 1.630
C 3.111 -2.652 0.940
C 2.689 -3.979 0.923
C 1.477 -4.284 0.326
C 0.722 -3.270 -0.230
N 1.116 -1.982 -0.191
C 2.300 -1.683 0.379
H 3.308 -4.751 1.363
H 1.119 -5.303 0.284
H -0.219 -3.481 -0.720
H 2.625 -0.650 0.364
*
```

Properties
* HOMO energy: -18.08 eV
* calculated total energy: -204192.2655 eV
* orbital gap: 6.782 eV
* energy relative to the best compared isomer or geometry (same formula, charge and spin): 0.546 eV



[3]
The following is a quantum chemistry calculation of a molecular structure, C18H26CoFN6SSi, from OMol25.

ORCA input file:
```
! wB97M-V def2-TZVPD RIJCOSX def2/J DEFGRID3
* xyz 1 2
Co -0.189 -0.177 1.066
C -4.651 -2.675 1.331
C -3.592 -2.390 2.326
N -3.543 -2.818 3.541
N -2.384 -2.306 4.058
C -1.697 -1.566 3.191
S -0.240 -0.728 3.315
N -2.472 -1.616 2.068
N -2.097 -0.915 0.917
H -5.414 -3.288 1.801
H -4.245 -3.216 0.475
H -5.112 -1.753 0.972
H -2.130 -2.504 5.012
H -2.717 -0.120 0.767
H -2.120 -1.516 0.097
C 2.264 -0.623 -1.967
Si 0.411 -0.909 -1.877
C -0.228 -1.021 -3.636
C 0.124 -2.595 -1.068
N -0.356 0.221 -0.813
C -1.036 1.386 -1.070
C -1.358 1.899 -2.343
C -2.060 3.081 -2.504
C -2.480 3.835 -1.416
C -2.173 3.384 -0.143
C -1.478 2.205 -0.019
F -1.161 1.786 1.281
H 2.705 -1.240 -2.754
H 2.780 -0.863 -1.032
H 2.481 0.420 -2.209
H 0.234 -1.900 -4.093
H 0.056 -0.164 -4.247
H -1.311 -1.147 -3.701
H 0.630 -3.375 -1.640
H -0.936 -2.874 -1.054
H 0.512 -2.655 -0.045
H -1.048 1.353 -3.222
H -2.279 3.420 -3.508
H -3.024 4.758 -1.554
H -2.453 3.930 0.748
C 5.760 1.655 0.747
C 4.327 1.245 0.893
C 3.282 2.105 0.574
C 1.976 1.674 0.686
N 1.660 0.447 1.114
C 2.658 -0.388 1.435
C 3.985 -0.030 1.338
H 5.857 2.733 0.643
H 6.189 1.188 -0.142
H 6.348 1.329 1.604
H 3.479 3.111 0.230
H 1.149 2.319 0.422
H 2.369 -1.369 1.792
H 4.749 -0.746 1.610
*
```

Properties
* HOMO energy (spin up / spin down): -10.05 / -10.04 eV
* <S²>: 0.758
* calculated total energy: -87082.6259 eV
* orbital gap (spin up / spin down): 7.623 / 7.600 eV



[4]
The following is a quantum chemistry calculation of a molecular structure, C18H26CrN4O15P3S2, from OMol25.

ORCA input file:
```
! wB97M-V def2-TZVPD RIJCOSX def2/J DEFGRID3
* xyz -2 4
Cr -0.337 0.091 1.206
O -3.032 -2.182 1.571
P -3.216 -0.704 2.136
O -4.630 -0.329 2.180
O -2.247 0.204 1.351
O -2.595 -0.764 3.633
P -1.079 -1.059 4.081
O -0.873 -2.620 3.705
O -0.918 -0.829 5.521
O -0.162 -0.355 3.082
H -2.102 -2.389 1.361
H -1.245 -3.168 4.403
C 2.985 1.715 1.853
C 2.796 0.272 1.592
N 1.681 -0.305 1.196
C 1.899 -1.648 1.140
C 3.190 -1.910 1.475
N 3.744 -0.679 1.744
C 3.990 -3.144 1.573
O 3.358 -4.267 1.293
O 5.161 -3.095 1.889
C 0.737 -2.530 0.866
O 0.909 -3.751 0.758
O -0.374 -1.907 0.792
H 2.223 2.052 2.556
H 2.834 2.262 0.923
H 3.981 1.905 2.252
H 4.700 -0.550 2.033
H 2.381 -4.100 1.074
O -1.017 2.525 3.613
N -1.538 3.136 2.697
N -1.097 2.830 1.493
O -0.082 1.989 1.285
C -1.556 3.590 0.394
C -0.720 3.732 -0.707
C -1.129 4.526 -1.768
C -2.363 5.161 -1.745
C -3.201 4.981 -0.651
C -2.810 4.193 0.420
H 0.222 3.199 -0.734
H -0.477 4.621 -2.628
H -2.683 5.767 -2.584
H -4.181 5.443 -0.635
H -3.462 4.032 1.265
C -2.577 1.078 -2.611
C -1.985 0.112 -1.600
C -2.113 -1.345 -1.989
O -0.592 0.426 -1.203
P 0.699 0.312 -2.244
S 0.174 0.380 -4.135
S 2.073 1.585 -1.652
O 1.123 -1.204 -1.852
C 1.955 -1.991 -2.715
C 1.241 -3.304 -2.959
C 3.316 -2.163 -2.068
H -3.639 1.180 -2.371
H -2.466 0.736 -3.637
H -2.122 2.063 -2.530
H -2.497 0.278 -0.658
H -1.591 -1.540 -2.927
H -3.173 -1.575 -2.125
H -1.717 -1.994 -1.212
H 2.057 -1.454 -3.664
H 1.034 -3.815 -2.017
H 1.865 -3.954 -3.578
H 0.298 -3.128 -3.477
H 3.245 -2.786 -1.176
H 3.722 -1.190 -1.790
H 4.004 -2.648 -2.765
*
```

Properties
* HOMO energy (spin up / spin down): -2.84 / -2.84 eV
* <S²>: 3.771
* calculated total energy: -133735.8369 eV
* orbital gap (spin up / spin down): 7.178 / 7.177 eV
* energy relative to the best compared isomer or geometry (same formula, charge and spin): 0.000 eV



[5]
The following is a quantum chemistry calculation of 2 unconnected molecules or ions with the total composition C18H26FN5O5S at a distorted geometry, from OMol25.

ORCA input file:
```
! wB97M-V def2-TZVPD RIJCOSX def2/J DEFGRID3
* xyz 0 1
O -2.220 -1.275 -3.724
S -3.542 -0.848 -3.246
O -4.423 -0.456 -4.351
N -3.261 0.476 -2.264
C -2.465 0.009 -1.144
N -3.352 -0.780 -0.279
C -3.829 -0.197 0.992
C -3.132 -0.644 2.271
C -3.061 0.814 1.835
C -4.056 -1.892 -0.773
C -4.611 -2.842 0.100
C -5.413 -3.885 -0.379
C -5.670 -4.001 -1.746
F -6.467 -4.992 -2.209
C -5.094 -3.084 -2.627
C -4.284 -2.045 -2.136
H -2.742 1.120 -2.839
H -1.609 -0.599 -1.463
H -2.057 0.866 -0.598
H -4.920 -0.091 1.033
H -3.759 -0.880 3.135
H -2.234 -1.260 2.165
H -3.651 1.537 2.405
H -2.105 1.195 1.475
H -4.433 -2.767 1.166
H -5.850 -4.604 0.307
H -5.289 -3.177 -3.693
C 6.830 0.114 0.252
N 5.591 0.890 0.224
C 4.407 0.428 0.645
O 4.283 -0.719 1.075
C 3.173 1.365 0.590
C 2.142 0.918 -0.469
C 1.569 -0.495 -0.271
C 0.984 -0.684 1.122
N 1.579 -1.497 1.962
O 0.003 -0.065 1.482
N 3.481 2.784 0.342
C 4.132 3.565 1.204
C 4.262 5.024 0.836
O 4.631 3.145 2.236
H 7.649 0.687 -0.182
H 6.699 -0.813 -0.310
H 7.078 -0.140 1.285
H 5.641 1.859 -0.047
H 2.703 1.307 1.573
H 2.602 0.966 -1.458
H 1.306 1.620 -0.455
H 0.775 -0.660 -0.999
H 2.338 -1.243 -0.460
H 1.189 -1.557 2.884
H 2.510 -1.827 1.742
H 3.089 3.214 -0.479
H 4.768 5.115 -0.123
H 3.271 5.472 0.782
H 4.845 5.529 1.606
*
```

Properties
* HOMO energy: -8.19 eV
* calculated total energy: -50328.4602 eV
* orbital gap: 8.476 eV
* energy relative to the best compared isomer or geometry (same formula, charge and spin): 0.900 eV



[6]
The following is a quantum chemistry calculation of a molecular structure, C18H26GaN2O6 at a distorted geometry, from OMol25.

ORCA input file:
```
! wB97M-V def2-TZVPD RIJCOSX def2/J DEFGRID3
* xyz -1 1
C -4.673 1.932 1.032
O -4.474 1.534 -0.310
C -3.111 1.370 -0.707
C -2.925 0.006 -1.376
C -1.542 -0.624 -1.066
C -1.703 -2.125 -0.847
C -0.349 -2.858 -0.772
Ga 0.440 -2.581 1.123
O -0.917 -3.225 2.306
H -5.421 1.272 1.470
H -3.781 1.847 1.646
H -5.085 2.944 1.071
H -2.396 1.524 0.098
H -2.906 2.125 -1.473
H -3.701 -0.681 -1.064
H -2.968 0.146 -2.454
H -0.838 -0.435 -1.874
H -1.144 -0.191 -0.154
H -2.181 -2.228 0.128
H -2.366 -2.552 -1.606
H -0.576 -3.921 -0.882
H 0.328 -2.531 -1.561
H 1.785 -3.407 1.314
H 0.617 -0.986 1.354
H -1.510 -3.761 1.758
C 6.543 -7.129 2.080
C 7.017 -6.291 1.080
C 6.416 -5.061 0.860
C 5.348 -4.685 1.653
C 4.858 -5.509 2.648
C 5.462 -6.739 2.860
N 4.719 -3.374 1.442
O 5.150 -2.681 0.528
O 3.807 -3.079 2.176
H 7.016 -8.087 2.252
H 7.857 -6.596 0.470
H 6.780 -4.406 0.082
H 4.017 -5.201 3.252
H 5.090 -7.394 3.637
C -2.705 5.330 -2.731
C -1.922 6.354 -3.247
C -1.444 7.351 -2.413
C -1.757 7.304 -1.066
C -2.540 6.294 -0.536
C -3.016 5.302 -1.378
N -1.236 8.350 -0.175
O -0.568 9.238 -0.675
O -1.502 8.271 1.009
H -3.072 4.549 -3.383
H -1.680 6.373 -4.301
H -0.835 8.149 -2.811
H -2.777 6.273 0.517
H -3.628 4.502 -0.982
*
```

Properties
* HOMO energy: -4.29 eV
* calculated total energy: -86723.1566 eV
* orbital gap: 5.287 eV
* energy relative to the best compared isomer or geometry (same formula, charge and spin): 0.000 eV



[7]
The following is a quantum chemistry calculation of C18H26N2O3 in the gas phase, from OMol25.

ORCA input file:
```
! wB97M-V def2-TZVPD RIJCOSX def2/J DEFGRID3
* xyz 0 1
C -3.341 -2.294 -0.344
C -4.054 -1.073 0.225
C -3.061 -0.080 0.844
C -3.740 1.155 1.449
C -4.251 2.118 0.380
C -3.113 2.491 -0.565
C -2.515 1.216 -1.160
N -2.043 0.349 -0.106
C -0.773 -0.095 0.077
O -0.487 -0.913 0.940
N 0.194 0.367 -0.781
C 1.565 -0.023 -0.523
C 2.265 0.881 0.509
C 3.758 0.822 0.355
C 4.536 0.040 1.197
C 5.908 -0.025 1.024
C 6.518 0.691 0.009
C 5.750 1.474 -0.836
C 4.379 1.537 -0.663
C 1.572 -1.486 -0.059
O 2.184 -1.910 0.881
O 0.937 -2.251 -0.956
C 0.800 -3.618 -0.597
H -2.740 -2.770 0.427
H -4.062 -3.016 -0.722
H -2.677 -2.009 -1.157
H -4.743 -1.387 1.011
H -4.645 -0.595 -0.558
H -2.519 -0.609 1.635
H -4.561 0.834 2.091
H -3.011 1.678 2.072
H -5.059 1.654 -0.188
H -4.654 3.015 0.856
H -3.475 3.137 -1.367
H -2.341 3.030 -0.012
H -1.714 1.451 -1.858
H -3.291 0.689 -1.729
H 0.077 1.258 -1.234
H 2.102 0.013 -1.479
H 1.920 1.908 0.357
H 1.970 0.551 1.506
H 4.058 -0.531 1.976
H 6.503 -0.638 1.685
H 7.589 0.640 -0.126
H 6.219 2.037 -1.630
H 3.784 2.155 -1.323
H 1.780 -4.059 -0.402
H 0.188 -3.698 0.303
H 0.315 -4.108 -1.437
*
```

Properties
* HOMO energy: -8.83 eV
* calculated total energy: -28212.1082 eV
* orbital gap: 9.430 eV
* energy relative to the best compared isomer or geometry (same formula, charge and spin): 0.699 eV



[8]
The following is a quantum chemistry calculation of C18H26N2O4S in the gas phase at a distorted geometry, from OMol25.

ORCA input file:
```
! wB97M-V def2-TZVPD RIJCOSX def2/J DEFGRID3
* xyz 0 1
C -5.408 0.001 -0.929
O -4.689 -0.859 -0.079
C -3.343 -0.971 -0.260
C -2.611 -0.328 -1.249
C -1.239 -0.500 -1.332
C -0.565 -1.325 -0.436
N 0.828 -1.489 -0.512
C 1.537 -1.161 -1.730
C 1.800 0.351 -1.888
O 1.310 0.992 -2.798
N 2.616 0.846 -0.953
C 2.927 2.252 -0.851
C 2.431 2.852 0.473
C 0.947 2.671 0.617
C 0.048 3.487 0.079
C -1.402 3.150 0.218
C -1.764 2.778 1.667
C -0.651 1.986 2.371
C 0.415 1.498 1.384
S 1.749 -2.024 0.763
C 1.782 -3.822 0.547
O 3.088 -1.542 0.546
O 1.139 -1.710 2.015
C -1.306 -1.989 0.541
C -2.669 -1.805 0.632
H -5.351 -0.325 -1.973
H -6.443 -0.051 -0.593
H -5.053 1.033 -0.851
H -3.088 0.324 -1.964
H -0.703 0.036 -2.097
H 0.965 -1.510 -2.595
H 2.497 -1.677 -1.695
H 2.970 0.221 -0.238
H 4.011 2.389 -0.936
H 2.435 2.744 -1.693
H 2.950 2.367 1.302
H 2.686 3.914 0.476
H 0.328 4.370 -0.476
H -2.031 3.974 -0.120
H -1.611 2.285 -0.420
H -2.688 2.198 1.655
H -1.962 3.695 2.226
H -0.162 2.621 3.113
H -1.069 1.126 2.895
H -0.055 0.791 0.698
H 1.202 0.967 1.920
H 2.320 -4.244 1.386
H 0.765 -4.189 0.519
H 2.298 -4.033 -0.380
H -0.813 -2.619 1.261
H -3.239 -2.306 1.397
*
```

Properties
* HOMO energy: -8.15 eV
* calculated total energy: -41092.9789 eV
* orbital gap: 8.599 eV
* energy relative to the best compared isomer or geometry (same formula, charge and spin): 2.456 eV



[9]
The following is a quantum chemistry calculation of C18H26N2O5S in the gas phase, from OMol25.

ORCA input file:
```
! wB97M-V def2-TZVPD RIJCOSX def2/J DEFGRID3
* xyz 0 1
C 0.120 1.210 4.058
C -0.370 1.628 2.675
C 0.054 0.664 1.566
C 1.541 0.828 1.211
N 2.044 -0.244 0.372
C 2.016 -0.228 -0.978
O 2.363 -1.195 -1.640
C 1.649 1.075 -1.700
O 0.408 1.654 -1.390
C -0.732 1.047 -1.855
C -0.772 -0.185 -2.495
C -1.988 -0.696 -2.914
C -3.174 -0.003 -2.700
N -4.366 -0.584 -3.151
C -5.645 -0.119 -3.045
C -6.648 -1.062 -3.679
O -5.958 0.920 -2.511
C -3.129 1.228 -2.049
C -1.920 1.743 -1.636
C 2.568 -1.485 0.953
C 4.095 -1.572 0.725
C 4.759 -0.571 1.640
S 3.830 -0.818 3.193
O 3.459 0.448 3.772
O 4.516 -1.747 4.044
C 2.369 -1.640 2.444
H -0.280 0.233 4.323
H 1.205 1.168 4.108
H -0.221 1.925 4.803
H 0.004 2.626 2.440
H -1.460 1.680 2.688
H -0.157 -0.362 1.875
H -0.546 0.858 0.677
H 2.140 0.875 2.120
H 1.662 1.775 0.684
H 2.396 1.834 -1.442
H 1.728 0.865 -2.775
H 0.123 -0.759 -2.669
H -2.008 -1.655 -3.413
H -4.243 -1.471 -3.619
H -6.433 -1.184 -4.739
H -7.646 -0.649 -3.563
H -6.607 -2.037 -3.197
H -4.041 1.773 -1.875
H -1.873 2.696 -1.134
H 2.093 -2.309 0.403
H 4.321 -1.398 -0.326
H 4.425 -2.579 0.986
H 4.618 0.458 1.325
H 5.806 -0.777 1.828
H 2.433 -2.684 2.734
H 1.470 -1.195 2.848
*
```

Properties
* HOMO energy: -8.20 eV
* calculated total energy: -43141.2643 eV
* orbital gap: 8.778 eV
* energy relative to the best compared isomer or geometry (same formula, charge and spin): 0.779 eV